# 1
ORCA calculation (ωB97M-V/def2-TZVPD) on a 2-piece molecular cluster, C24H40BF3IN2O2PSi overall.

Output
* DFT total energy: -66704.4866 eV
* HOMO level: -8.46 eV
* SMILES string: CCCCP(I)(C[C@H](O)CN)(B(N)O)C(F)(F)CC[Si](C)(C)c1ccccc1.Fc1ccccc1
* molecular weight: 642.37 g/mol

```
75
Properties=species:S:1:pos:R:3:forces:R:3:lowdin_charge:R:1
C -2.21703 4.25403 -1.81217 0.7 -0.8 -0.1 -0.12
C -2.32894 2.63863 -1.85173 0.3 0.1 1.4 -0.29
C -3.84898 2.15594 -1.83108 -0.2 1.5 0.3 -0.33
C -4.14097 0.64585 -1.40513 -0.8 1.0 0.1 -0.34
P -2.88539 -0.68598 -2.01110 -1.3 -1.2 2.4 0.63
I -3.30756 0.12942 -4.30888 -0.3 0.7 -2.4 0.75
C -1.03310 -0.51318 -2.04110 2.1 0.0 0.6 -0.27
C -0.17155 -0.76164 -3.35526 1.3 -0.3 0.4 -0.41
O 0.05380 0.43779 -4.18003 -1.0 -1.9 -0.4 -0.13
C -0.46304 -2.09090 -4.19881 1.8 0.3 -0.1 -0.23
N 0.80906 -2.39912 -4.97135 -0.9 -0.1 0.4 -0.03
B -3.78101 -2.33054 -2.58841 -1.6 -2.6 -1.6 -0.74
N -5.29347 -2.43230 -2.55169 2.0 1.2 -1.6 0.10
O -3.09613 -3.48334 -3.09969 -0.9 1.6 0.1 0.03
C -2.87938 -1.53160 -0.24788 0.1 -0.6 2.6 -0.47
F -2.29978 -2.87037 -0.30571 -0.8 2.3 -0.1 -0.04
F -4.23989 -1.80553 0.20550 2.2 0.6 -1.0 -0.05
C -2.17072 -0.65600 0.89182 -0.1 0.1 -0.2 -0.18
C -0.80857 -1.25561 1.48734 -0.7 0.2 0.8 -0.25
Si 0.49823 0.10225 1.95607 0.4 -0.8 0.5 0.54
C 2.01724 -0.86826 2.65221 -0.4 0.0 -0.6 -0.20
C 1.13176 1.10569 0.45560 0.7 0.7 -0.3 -0.20
C -0.09055 1.28977 3.32980 -1.1 3.7 2.8 -0.22
C -0.94487 0.92815 4.56545 1.4 3.6 -0.6 -0.07
C -1.29299 2.02428 5.61492 1.6 0.7 -2.6 -0.08
C -0.84474 3.48993 5.44746 0.9 -2.6 -2.4 -0.08
C 0.00537 3.88708 4.21915 -1.3 -3.5 0.8 -0.08
C 0.37561 2.78963 3.20154 -1.5 -0.2 2.3 -0.08
H -2.20675 4.61364 -2.89394 -0.2 -0.1 1.6 0.08
H -1.22026 4.55040 -1.30984 -1.5 -0.4 -1.0 0.07
H -3.04576 4.71952 -1.17410 1.0 -0.7 -1.2 0.08
H -1.84883 2.27883 -0.85886 -0.8 0.4 -1.4 0.09
H -1.68401 2.16799 -2.68002 -1.2 0.9 1.0 0.07
H -4.35179 2.80634 -1.01043 0.8 -1.1 -1.2 0.12
H -4.38927 2.50504 -2.79192 1.0 -1.0 1.4 0.09
H -5.18189 0.38831 -1.84059 1.8 0.0 0.6 0.10
H -4.28425 0.64707 -0.27463 0.5 -0.4 -1.4 0.09
H -0.61335 -1.29165 -1.28870 -1.0 1.1 -1.2 0.10
H -0.64860 0.48357 -1.59693 -1.1 -1.5 -0.8 0.08
H 0.90293 -0.94996 -2.94834 -1.8 0.1 -0.3 0.15
H -0.23055 0.15654 -5.08563 0.1 0.7 1.0 0.07
H -1.27961 -2.01030 -4.98331 0.7 -0.1 1.5 0.08
H -0.57796 -2.94863 -3.46015 -0.4 1.1 -1.1 0.13
H 1.46277 -2.93177 -4.38466 -0.3 0.7 -0.4 0.06
H 1.22944 -1.53972 -5.34358 0.0 -0.7 0.4 0.06
H -5.59742 -3.14062 -3.24979 0.1 0.6 0.8 0.08
H -5.63433 -1.51948 -2.91736 -0.2 -0.9 0.6 0.04
H -3.67131 -3.99793 -3.71338 0.6 0.5 0.9 0.11
H -2.96873 -0.46288 1.70477 1.4 -0.4 -1.1 0.13
H -1.94845 0.37839 0.44078 -0.4 -1.4 0.5 0.08
H -0.25128 -1.97849 0.80358 -1.0 0.8 0.8 0.08
H -1.09099 -1.80720 2.46409 0.7 0.6 -1.6 0.09
H 2.14438 -1.78019 1.95294 0.1 1.3 1.4 0.05
H 2.91290 -0.17075 2.53756 -1.1 -1.2 0.5 0.03
H 1.79868 -1.16414 3.73095 0.6 0.3 -1.4 0.04
H 2.19484 1.47212 0.73128 -1.6 -0.5 -0.5 0.05
H 1.25120 0.45182 -0.47504 -0.2 1.0 1.2 0.04
H 0.50706 2.04527 0.24195 0.8 -1.5 0.0 0.04
H -1.29757 -0.14437 4.68269 0.4 1.6 0.0 0.09
H -1.91099 1.74072 6.52784 0.9 0.4 -1.4 0.08
H -1.13448 4.27723 6.22728 0.5 -1.4 -1.3 0.09
H 0.33014 4.98197 4.12359 -0.4 -2.0 -0.1 0.09
H 1.03552 3.11660 2.31605 -1.2 -0.7 1.5 0.08
F 4.52082 -0.95747 1.10716 0.0 0.0 -0.2 0.04
C 5.77785 -1.23313 1.49048 0.8 -0.2 0.2 -0.29
C 6.09734 -2.51735 1.90212 -0.2 -0.1 0.0 -0.02
C 7.40063 -2.80422 2.29448 0.0 0.3 -0.1 -0.08
C 8.36662 -1.80091 2.28084 0.0 0.0 0.0 -0.10
C 8.03276 -0.51365 1.87019 -0.1 -0.3 0.0 -0.08
C 6.73234 -0.22869 1.46724 -0.1 0.2 0.0 -0.02
H 5.33031 -3.28290 1.91392 0.0 0.1 0.0 0.12
H 7.66343 -3.80774 2.61115 -0.1 0.1 0.0 0.10
H 9.38217 -2.02462 2.59133 -0.1 0.0 0.0 0.10
H 8.78521 0.26765 1.86400 -0.1 -0.1 0.0 0.10
H 6.45669 0.76570 1.13610 0.0 -0.1 0.0 0.12
```
Forces are in eV/Å.

***

# 2
ORCA calculation (ωB97M-V/def2-TZVPD) on C24H40BMnO23 as an isolated structure.

Output
* expectation value of S²: 12.0122
* DFT total energy: -104612.8498 eV
* charge: +2
* 2S+1: 7
* HOMO level (alpha / beta): -14.69 / -15.14 eV
* molecular weight: 762.31 g/mol

```
89
Properties=species:S:1:pos:R:3:forces:R:3:mulliken_spin:R:1
Mn 0.24060 -0.30165 0.64435 0.7 0.6 -0.8 4.60
O -1.56652 -2.06409 -7.97421 -0.6 0.3 4.6 0.72
C -1.68467 -1.99403 -6.70167 2.4 -0.5 -3.9 -0.03
O -0.72774 -2.04167 -5.82761 -0.6 0.1 -2.7 0.05
B -1.27471 -1.98446 -4.51146 0.2 -0.4 3.4 -0.03
O -2.70851 -1.73253 -4.65808 -0.6 -0.4 -1.9 0.08
C -3.05731 -1.83485 -5.92599 -6.9 0.8 -1.2 0.01
O -4.20093 -1.76498 -6.47298 6.2 -0.4 2.8 0.18
O -0.70432 -0.95017 -3.61707 -0.3 -0.7 0.2 0.02
C -0.42911 -1.58417 -2.48173 1.5 0.7 3.1 0.04
O -0.14077 -1.11265 -1.37375 -0.6 -0.2 -3.1 0.11
C -0.42396 -3.10307 -2.71514 3.4 -0.3 5.8 0.00
O -1.01122 -3.27983 -3.78036 -2.6 -0.8 -5.5 0.00
O 0.12107 -3.89515 -1.94417 -1.4 1.6 -1.8 0.00
C -4.35903 3.45796 1.51465 0.0 0.2 -2.1 0.00
C -4.02380 1.97724 1.38647 -0.8 -0.5 3.4 0.00
O -3.74706 1.40141 0.13220 0.0 -0.2 -1.0 0.00
C -2.63481 0.75634 -0.18863 -3.1 2.3 -5.1 0.00
O -1.63497 0.68166 0.41903 1.6 -0.8 1.9 0.05
O -2.66021 0.44647 -1.58475 1.3 0.1 3.1 0.01
C -3.76899 0.66438 -2.43752 -1.2 -0.7 0.2 0.00
H -5.41550 3.63137 1.30996 0.0 -0.1 -0.1 0.00
H -3.83245 3.93282 0.68681 0.2 0.7 0.3 0.00
H -4.17074 3.93485 2.47653 0.5 -0.4 -0.1 0.00
H -4.93620 1.51567 1.76408 0.1 -0.7 -0.3 0.00
H -3.26715 1.69678 2.11922 0.4 0.0 -0.3 0.00
H -4.63023 1.03457 -1.88136 0.1 0.0 -0.2 0.00
H -4.00430 -0.32072 -2.84039 -0.2 0.1 -0.1 0.00
H -3.55016 1.31594 -3.28350 0.4 0.2 0.4 0.00
C -3.84494 -2.08674 3.60638 1.1 0.2 0.0 0.00
C -2.38737 -2.05678 4.17862 -1.3 -0.3 -0.5 0.00
O -1.47149 -1.58926 3.09980 0.6 0.3 -1.5 0.01
C -0.94296 -2.42923 2.17250 -0.4 -3.0 3.3 -0.05
O -0.35016 -2.19171 1.12050 -1.5 0.1 1.5 0.04
O -1.03263 -3.69064 2.69465 0.0 0.4 -0.4 0.00
C -0.93187 -4.86457 1.79604 -0.2 2.0 -0.7 0.00
H -3.98482 -2.73710 2.74292 0.1 -0.3 0.2 0.00
H -4.03968 -1.07071 3.26307 -0.1 0.1 0.0 0.00
H -4.58991 -2.30329 4.37202 0.2 -0.2 0.1 0.00
H -1.99617 -2.95388 4.65847 -0.2 -0.1 -0.5 0.00
H -2.45011 -1.31352 4.97344 0.8 0.5 -0.4 0.00
H -1.57806 -4.47487 1.00949 0.4 -1.0 -0.8 0.00
H -1.35232 -5.78005 2.21222 0.1 0.5 0.6 0.00
H 0.11196 -4.97081 1.50068 -0.3 -0.1 -0.2 0.00
C 4.38661 2.97589 2.10613 0.0 0.6 1.1 0.00
C 2.94120 3.15267 2.62126 0.7 0.3 -1.8 0.00
O 2.37367 1.86494 2.55751 -1.8 -2.1 0.7 0.00
C 1.13364 1.61482 2.91540 -1.6 -0.3 -1.3 0.03
O 0.56621 0.57303 2.47059 0.8 2.6 2.2 0.05
O 0.49547 2.59819 3.62644 2.4 -1.7 -1.4 0.00
C -0.82216 2.41903 4.10903 -0.4 1.0 0.8 0.00
H 4.71082 3.91564 1.65907 0.2 0.2 0.5 0.00
H 4.50485 2.27338 1.28115 -0.6 -0.3 0.3 0.00
H 5.01179 2.68830 2.95144 0.4 0.1 -0.3 0.00
H 2.49073 3.66150 1.76904 -0.6 0.7 0.7 0.00
H 2.71119 3.54371 3.61236 0.7 0.5 -0.3 0.00
H -1.54988 2.28674 3.30840 0.2 -0.7 0.1 0.00
H -1.03608 3.39251 4.55024 -0.1 0.1 -0.1 0.00
H -0.82694 1.75256 4.97153 -0.2 -0.6 -0.6 0.00
C -0.86500 2.46088 -3.53076 -0.4 0.7 0.4 0.00
C 0.50903 1.82272 -3.18229 -0.3 -0.7 -1.3 0.00
O 1.27825 2.65366 -2.37332 0.6 1.6 4.1 0.00
C 1.40809 2.51134 -1.00838 0.7 -1.2 -1.3 0.00
O 0.93191 1.55578 -0.33813 1.5 3.4 -1.7 0.02
O 2.28490 3.44781 -0.55227 -1.9 -4.0 1.4 0.00
C 2.84720 4.44993 -1.33573 -0.8 2.2 -0.6 0.00
H -1.56567 1.98379 -4.21598 0.7 -0.7 -0.2 0.00
H -0.80636 3.47999 -3.91298 0.9 0.0 -0.5 0.00
H -1.53333 2.70353 -2.70459 0.4 -0.7 0.9 0.00
H 1.22935 1.82057 -4.00036 -0.9 -0.3 -1.0 0.00
H 0.57260 0.80048 -2.80934 -0.8 0.3 0.3 0.00
H 2.98463 4.21854 -2.39199 0.3 -0.3 0.4 0.00
H 3.71584 4.84882 -0.81185 0.2 -0.5 -0.2 0.00
H 2.09087 5.22975 -1.24656 0.2 0.5 -0.6 0.00
C 3.90739 -4.41157 -1.13839 0.7 1.1 0.8 0.00
C 3.36578 -3.65254 0.04520 -3.3 -1.1 0.3 0.00
O 4.00177 -2.50080 0.46577 1.4 4.5 1.2 0.00
C 3.40963 -1.27002 0.83935 2.3 -1.9 -0.8 0.01
O 2.21495 -1.08274 0.86381 0.9 0.0 -0.2 0.06
O 4.32939 -0.30108 1.14604 -3.1 -2.4 -0.6 0.00
C 5.70372 -0.55010 1.35630 1.7 1.5 -0.7 0.00
H 4.93302 -4.69743 -0.90498 0.0 -0.4 -0.4 0.00
H 3.88975 -3.75497 -2.00826 0.0 -0.4 -0.2 0.00
H 3.21530 -5.25119 -1.20270 0.4 -0.1 -0.5 0.00
H 3.26027 -4.32394 0.89737 0.4 -0.1 0.2 0.00
H 2.32867 -3.42304 -0.19943 -0.3 0.3 0.0 0.00
H 6.27502 -0.18191 0.50415 -0.3 -0.5 -0.7 0.00
H 6.08368 -1.54914 1.56995 -0.8 0.1 0.5 0.00
H 5.95289 0.28005 2.01726 0.2 -0.8 1.0 0.00
```
Forces are in eV/Å.

***

# 3
ORCA calculation (ωB97M-V/def2-TZVPD) on C24H40Br8F12Fe2O8 as an isolated structure.

Output
* expectation value of S²: 20.0165
* DFT total energy: -703638.0256 eV
* 2S+1: 9
* HOMO level (alpha / beta): -9.47 / -9.20 eV
* molecular weight: 1435.47 g/mol

```
94
Properties=species:S:1:pos:R:3:forces:R:3:mulliken_spin:R:1
Fe 2.71510 1.44636 1.30342 -0.3 -0.6 -0.3 3.78
Fe -0.78618 1.05609 1.23335 0.0 -0.9 0.8 3.83
C -2.59863 -0.88046 2.13748 1.4 4.5 -0.4 -0.02
O -1.24195 -1.02488 1.83112 1.4 -3.1 0.6 0.03
O -2.67966 0.51742 1.87597 -0.5 -1.0 -0.8 0.09
C -3.41354 -1.82018 1.22199 -1.9 -0.4 -1.0 0.00
F -4.67349 -1.33673 0.94331 1.1 0.1 0.5 0.00
F -2.89233 -2.12140 0.00025 0.4 1.0 0.7 0.00
F -3.61029 -3.02239 1.77303 0.1 -0.1 0.8 0.00
C -0.62551 -2.30114 2.10323 2.9 -0.6 0.1 -0.01
C -0.13448 -2.67829 3.56294 -1.3 0.8 0.2 0.00
H 0.52061 -3.54629 3.63732 -0.1 -0.1 -0.7 0.00
H 0.37446 -1.92407 4.16315 0.2 0.6 -0.7 0.00
H -0.98284 -2.88858 4.21422 -0.3 -0.3 -0.1 0.00
H 0.27399 -2.26935 1.48842 0.4 0.5 0.1 0.01
H -1.03111 -3.18524 1.61133 -1.3 0.3 0.3 0.00
H -2.68920 -0.91840 3.22305 -0.9 -1.3 0.0 0.00
C 0.50792 0.03756 -1.19107 1.1 2.2 2.9 0.00
O -0.83656 0.40257 -0.80875 -1.1 -1.5 -2.4 0.01
O 1.09055 0.47698 0.04808 0.5 -0.9 -0.5 0.09
C 0.77567 -1.46564 -1.66821 -3.1 1.6 1.0 0.00
F 1.62944 -2.11849 -0.99430 2.8 -1.0 2.0 0.00
F -0.36173 -2.17855 -1.53337 -0.8 0.0 -0.4 0.00
F 1.14174 -1.50874 -2.92620 0.2 0.3 -1.5 0.00
C -1.92782 0.46746 -1.76037 -1.1 2.9 -0.7 -0.01
C -2.26689 2.05948 -1.98279 -0.3 -1.1 0.6 0.00
H -1.56321 2.67246 -2.54598 0.2 -0.7 -0.3 0.00
H -3.27041 2.26611 -2.35475 0.0 -0.7 -0.8 0.00
H -2.37799 2.62222 -1.05593 0.5 -0.7 0.5 0.00
H -2.83567 -0.05281 -1.45504 0.2 0.3 1.3 0.01
H -1.86017 -0.07850 -2.70136 1.4 0.3 -0.3 0.00
H 0.92337 0.67262 -1.97350 -0.5 0.1 -0.5 -0.01
C 5.24526 0.79357 0.31432 -2.7 0.3 -1.5 0.00
O 4.30736 -0.00929 1.14966 1.5 -1.2 1.4 0.02
O 4.51788 1.96598 0.32198 1.5 -0.5 0.6 0.06
C 6.85914 0.68388 0.47126 0.5 0.7 1.2 0.00
F 7.31600 1.24737 1.64336 -0.7 -0.9 -0.7 0.00
F 7.32931 -0.57366 0.33902 -1.2 -0.8 1.4 0.00
F 7.59293 1.24326 -0.48659 -1.0 1.7 -0.7 0.00
C 4.50679 -1.43566 1.41730 -0.7 0.6 1.5 0.01
C 3.36980 -1.85704 2.38294 -0.1 -0.5 -0.8 -0.03
H 2.45095 -1.85636 1.79659 -0.3 0.5 0.5 0.01
H 3.42287 -2.86564 2.79283 0.6 -0.4 -0.6 0.00
H 3.32454 -1.31246 3.32606 -0.1 0.8 -0.5 0.00
H 5.41438 -1.59308 2.00006 0.5 0.1 -0.7 0.00
H 4.48432 -1.94472 0.45374 0.1 -0.3 0.2 0.00
H 5.07671 0.28575 -0.63531 0.6 -0.1 -0.7 0.00
C 1.53739 2.04560 3.91135 -1.0 1.3 -4.3 0.00
O 2.88446 2.19977 3.37513 -0.9 -0.8 1.5 0.03
O 0.89930 1.65141 2.65685 0.8 -0.2 1.8 0.06
C 1.38223 1.15916 5.16917 0.2 -1.6 -1.7 0.00
F 2.37392 0.23710 5.06791 -0.6 -0.7 0.2 0.00
F 1.59240 1.76085 6.31014 -0.1 1.1 0.7 0.00
F 0.15508 0.56342 5.24921 1.3 0.4 -0.3 0.00
C 3.92751 2.71509 4.19948 2.1 -0.3 -0.5 0.00
C 4.50879 3.88729 3.44469 0.8 0.1 0.3 0.00
H 3.78057 4.69824 3.43210 0.3 0.1 -0.5 0.00
H 5.47713 4.23609 3.80352 -0.3 0.3 1.1 0.00
H 4.92517 3.55007 2.49547 -1.1 0.0 -0.7 0.00
H 4.69426 1.94109 4.23302 0.0 -0.2 0.0 0.00
H 3.72724 2.90033 5.25479 -0.9 0.2 -0.2 0.00
H 1.23540 3.06376 4.15684 -0.4 0.0 0.4 0.00
Br -1.76353 3.89862 1.11901 -0.3 0.8 0.3 0.01
C -3.52682 4.84734 1.04582 -0.1 -0.2 -0.4 0.01
C -3.41895 6.36743 1.03955 -0.2 0.3 -0.6 0.00
Br -2.74784 7.02144 2.71549 0.2 0.2 0.1 0.00
H -4.10205 4.46551 1.88927 0.3 0.2 0.1 0.00
H -4.00248 4.44366 0.15201 0.1 0.3 -0.1 0.00
H -4.34905 6.90266 0.84837 -0.8 -0.8 0.7 0.00
H -2.90487 6.86218 0.21551 1.1 -0.8 0.1 0.00
Br -8.39132 -0.85965 -3.19643 -0.1 -0.8 0.4 0.00
C -6.78058 -1.53530 -2.26105 0.2 1.4 -1.1 0.00
C -5.81621 -0.35341 -2.40355 0.3 -0.5 -0.5 0.00
Br -5.16779 -0.01210 -4.29451 -0.3 -0.4 1.1 0.00
H -6.42112 -2.43404 -2.76220 -0.2 0.1 0.1 0.00
H -6.97783 -1.68008 -1.19887 -0.2 -0.1 -0.2 0.00
H -4.92694 -0.56908 -1.81128 0.0 0.4 -0.1 0.00
H -6.34000 0.57149 -2.16212 0.4 -0.1 0.3 0.00
Br -0.04892 2.17405 -5.19664 0.0 -0.6 0.0 0.00
C 0.29462 0.26818 -5.60479 2.4 0.7 1.9 0.00
C -0.50611 -0.17788 -6.70755 -1.8 -1.2 -1.7 0.00
Br 0.16992 -1.94865 -7.33770 -0.3 0.6 0.3 0.00
H 0.14843 -0.32373 -4.70126 -0.5 0.3 0.0 0.00
H 1.37047 0.17222 -5.75117 0.0 0.4 -0.4 0.00
H -0.56836 0.42138 -7.61591 0.4 0.1 0.3 0.00
H -1.51956 -0.31491 -6.33041 -0.1 -0.3 -0.4 0.00
Br 0.04318 -7.91515 -3.38774 -0.5 1.2 -0.4 0.00
C -0.52664 -6.23047 -4.36416 0.9 0.8 0.9 0.00
C -0.72088 -4.96872 -3.42803 -0.8 -1.3 -0.1 0.00
Br -1.67971 -3.60282 -4.46893 0.2 -0.3 0.2 0.00
H -1.45035 -6.46063 -4.89509 0.2 0.0 0.3 0.00
H 0.29352 -6.05958 -5.06147 -0.2 -0.1 0.0 0.00
H 0.11447 -4.47201 -2.93451 0.3 -0.4 -0.7 0.00
H -1.38934 -5.25648 -2.61657 -0.1 0.1 -0.1 0.00
```
Forces are in eV/Å.